Run w
# CH6NPS

An isolated molecule of CH6NPS (ωB97M-V with the def2-TZVPD basis set, the OMol25 dataset).

Last column: Löwdin charge in e.
Element x y z (Å)
S (0.221, -0.149, -0.210)  0.35
P (2.253, 0.051, 0.065)  0.40
N (-0.890, 1.056, 0.233)  -0.23
C (-0.556, -1.493, 0.256)  -0.38
H (-1.398, -1.875, -0.280)  0.01
H (-0.675, 1.280, 1.187)  0.04
H (0.154, -2.272, 0.522)  0.00
H (1.981, 1.352, 0.259)  -0.29
H (-1.091, 1.824, -0.434)  0.07
H (0.001, 0.225, -1.599)  0.03

As for the HOMO energy: -7.80 eV. The structure (SMILES) is C=[S@@H](N)=P. The calculation puts the lowest unoccupied orbital energy at 0.32 eV. The spin multiplicity is 1.

=====

Run x
# CH6NPS

An isolated molecule of CH6NPS (ωB97M-V with the def2-TZVPD basis set, the OMol25 dataset).

Last column: Löwdin charge in e.
Element x y z (Å)
S (-2.367, 0.093, 0.833)  0.47
P (0.862, -0.064, -1.150)  0.75
N (1.974, 0.434, -0.017)  -0.32
C (-0.703, -0.745, 0.121)  -0.62
H (-1.176, -1.622, -0.132)  -0.08
H (-0.183, -0.862, 1.137)  0.00
H (-2.832, 1.102, -0.064)  -0.16
H (0.052, 1.065, -1.620)  -0.09
H (1.661, 0.882, 0.808)  0.02
H (2.712, -0.283, 0.084)  0.04

As for the HOMO energy: -8.86 eV. The structure (SMILES) is NPCS. The calculation puts the lowest unoccupied orbital energy at 0.86 eV. The spin multiplicity is 1.

=====

Most stable: run x. Least stable: run w.

=====

Run w
# C6H13N3O

A cluster of 2 separate species, C6H13N3O in total (ωB97M-V with the def2-TZVPD basis set, the OMol25 dataset).

Last column: Löwdin charge in e.
Element x y z (Å)
O (0.664, 1.387, 1.038)  0.04
N (-2.000, 0.515, -0.336)  -0.19
N (0.802, -1.331, 1.607)  0.05
N (-1.465, 1.096, -1.322)  0.05
C (1.489, -0.791, 0.444)  -0.40
C (2.003, 1.363, -0.930)  -0.02
C (-3.467, -0.182, 0.413)  0.06
C (1.324, 0.727, 0.260)  -0.42
C (1.058, -1.546, -0.821)  -0.05
C (-2.262, 0.428, 0.913)  -0.16
H (-3.455, -1.185, 0.014)  0.07
H (1.659, -1.266, -1.686)  0.07
H (0.014, -1.332, -1.059)  0.07
H (-0.202, -1.271, 1.464)  0.05
H (-1.038, 1.966, -0.968)  0.05
H (0.998, -0.759, 2.422)  0.07
H (-4.445, 0.290, 0.528)  0.07
H (2.955, 0.883, -1.164)  0.08
H (2.149, 2.426, -0.748)  0.09
H (1.170, -2.617, -0.651)  0.08
H (2.567, -0.954, 0.582)  0.14
H (1.347, 1.240, -1.797)  0.08
H (-1.865, 0.912, 1.796)  0.11

As for the HOMO energy (spin up / spin down): -8.50 / -8.50 eV. The calculation puts the lowest unoccupied orbital energy (spin up / spin down) at 0.60 / 0.60 eV. The spin multiplicity is 1.

=====

Run x
# C6H13N3O

A cluster of 2 separate species, C6H13N3O in total (ωB97M-V with the def2-TZVPD basis set, the OMol25 dataset).

Last column: Löwdin charge in e.
Element x y z (Å)
O (0.992, 2.361, -0.815)  0.05
N (2.036, 0.918, 0.628)  0.17
N (-0.954, 1.388, 1.618)  0.08
N (0.840, 0.130, -1.280)  -0.05
C (-1.173, 0.094, -0.659)  -0.17
C (1.430, -1.199, -1.119)  -0.07
C (-0.973, 0.143, 1.022)  -0.36
C (1.269, 1.234, -0.465)  -0.62
C (-0.930, -0.993, 1.736)  -0.01
C (-1.859, -0.880, -1.285)  -0.05
H (-1.231, 1.450, 2.587)  0.10
H (-0.881, -0.994, 2.817)  0.05
H (-2.626, -0.624, -1.999)  0.04
H (1.158, -1.805, -1.979)  0.09
H (1.818, 0.051, 1.098)  0.09
H (-1.020, -1.957, 1.263)  0.04
H (1.023, -1.671, -0.223)  0.07
H (-1.361, 1.123, -0.943)  0.09
H (2.512, -1.135, -1.013)  0.08
H (-1.718, -1.924, -1.057)  0.04
H (2.105, 1.693, 1.272)  0.11
H (0.706, 0.413, -2.246)  0.15
H (-1.163, 2.186, 1.040)  0.09

As for the HOMO energy: -7.51 eV. The structure (SMILES) is C=CC(=C)N.CNC(N)=O. The calculation puts the lowest unoccupied orbital energy at 0.90 eV. The spin multiplicity is 1.

=====

Run y
# C6H13N3O

A cluster of 2 separate species, C6H13N3O in total (ωB97M-V with the def2-TZVPD basis set, the OMol25 dataset).

Last column: Löwdin charge in e.
Element x y z (Å)
O (-1.344, 1.123, 0.741)  0.02
N (-1.459, -0.625, -0.690)  -0.04
N (-2.874, -0.598, -0.736)  0.03
N (1.585, -2.412, 0.618)  0.16
C (0.802, -1.912, 1.391)  -0.26
C (-0.756, 0.287, 0.071)  -0.50
C (0.693, 0.609, -0.577)  -0.35
C (0.471, 1.425, -1.850)  -0.07
C (-0.139, -1.263, 2.053)  -0.02
C (1.527, 1.395, 0.425)  -0.08
H (1.790, 0.783, 1.298)  0.07
H (2.446, 1.744, -0.034)  0.07
H (2.181, -3.202, 0.817)  0.08
H (-1.057, -1.774, 2.304)  0.07
H (0.144, -0.440, 2.687)  0.07
H (1.433, 1.725, -2.275)  0.08
H (0.954, 2.265, 0.774)  0.09
H (-0.062, 0.843, -2.605)  0.07
H (-1.023, -1.086, -1.470)  0.13
H (-3.236, -1.222, -0.002)  0.08
H (1.188, -0.333, -0.832)  0.10
H (-3.147, 0.352, -0.489)  0.08
H (-0.118, 2.314, -1.619)  0.09

As for the HOMO energy: -8.87 eV. The structure (SMILES) is CC(C)C(=O)NN.C=C=N. The calculation puts the lowest unoccupied orbital energy at 0.82 eV. The spin multiplicity is 1.

=====

Most stable: run y. Least stable: run w.

=====

Run w
# C2H7S2

A cluster of 2 separate species, C2H7S2 in total (ωB97M-V with the def2-TZVPD basis set, the OMol25 dataset).

Last column: Löwdin charge in e.
Element x y z (Å)
S (1.107, 0.719, -0.600)  0.51
S (-2.270, 0.780, 0.391)  -0.15
C (1.423, -1.645, 0.871)  -0.21
C (1.084, -1.049, -0.482)  -0.76
H (-0.326, 0.868, -0.275)  -0.28
H (1.206, -2.733, 0.793)  0.08
H (1.845, -1.501, -1.184)  0.05
H (2.380, -1.186, 1.073)  0.05
H (-2.345, -0.460, -0.177)  -0.40
H (0.053, -1.484, -0.813)  0.08
H (0.746, -1.336, 1.591)  0.03

As for the HOMO energy: -3.15 eV. The calculation puts the lowest unoccupied orbital energy at 3.73 eV. The spin multiplicity is 1. Its charge is -1.

=====

Run x
# C2H7S2

A cluster of 2 separate species, C2H7S2 in total (ωB97M-V with the def2-TZVPD basis set, the OMol25 dataset).

Last column: Löwdin charge in e.
Element x y z (Å)
S (1.563, 0.866, 0.651)  0.47
S (-1.888, 0.262, 0.447)  0.11
C (1.703, -0.876, 1.148)  -0.54
C (-1.731, 0.602, -1.331)  -0.71
H (2.681, -1.029, 1.606)  0.00
H (-2.468, 1.315, -1.724)  -0.01
H (0.167, 0.789, 0.556)  -0.29
H (0.911, -1.098, 1.860)  0.01
H (-0.751, 1.020, -1.570)  -0.03
H (-1.816, -0.313, -1.924)  -0.02
H (1.629, -1.537, 0.282)  0.01

As for the HOMO energy: -2.67 eV. The calculation puts the lowest unoccupied orbital energy at 3.68 eV. The spin multiplicity is 1. Its charge is -1.

=====

Run y
# C2H7S2

A cluster of 2 separate species, C2H7S2 in total (ωB97M-V with the def2-TZVPD basis set, the OMol25 dataset).

Last column: Löwdin charge in e.
Element x y z (Å)
S (1.581, -1.321, -1.395)  -0.28
S (-1.201, 1.166, 0.540)  0.64
C (-1.648, -0.545, 0.880)  -0.49
C (0.600, 1.250, 0.657)  -0.51
H (-0.671, -1.087, 1.196)  0.05
H (0.849, 1.275, 1.728)  0.01
H (1.202, 1.889, -0.014)  0.04
H (2.265, -2.272, -0.556)  -0.39
H (-2.171, -1.066, 0.041)  0.03
H (-2.220, -0.738, 1.808)  0.01
H (0.957, 0.245, 0.263)  -0.12

As for the HOMO energy: -2.72 eV. The calculation puts the lowest unoccupied orbital energy at 3.44 eV. The spin multiplicity is 1. Its charge is -1.

=====

Most stable: run x. Least stable: run y.

=====

Run w
# C2H7S2

A structure of composition C2H7S2 (ωB97M-V with the def2-TZVPD basis set, the OMol25 dataset).

Last column: Löwdin charge in e.
Element x y z (Å)
S (-0.112, -0.656, -1.442)  0.36
S (-3.054, 0.553, -0.464)  0.05
C (0.999, -0.677, -0.006)  -0.73
C (1.126, 0.628, 0.729)  -0.23
H (0.793, -1.549, 0.611)  0.04
H (-3.563, -0.648, -0.704)  -0.34
H (-1.590, -0.025, -0.961)  -0.34
H (0.169, 1.006, 1.114)  0.06
H (1.415, 1.479, 0.094)  0.06
H (1.859, 0.717, 1.541)  0.05
H (1.958, -0.828, -0.512)  0.02

As for the HOMO energy: -3.07 eV. The calculation puts the lowest unoccupied orbital energy at 3.88 eV. The spin multiplicity is 1. Its charge is -1.

=====

Run x
# C2H7S2

A cluster of 2 separate species, C2H7S2 in total (ωB97M-V with the def2-TZVPD basis set, the OMol25 dataset).

Last column: Löwdin charge in e.
Element x y z (Å)
S (2.496, -1.532, -2.794)  -0.12
S (1.296, -0.217, 0.283)  0.44
C (-0.357, 0.836, 0.305)  -0.58
C (-1.243, 0.474, 1.550)  -0.22
H (-0.647, 0.361, 2.508)  0.07
H (-0.947, 0.553, -0.692)  0.09
H (0.062, 1.863, 0.171)  0.03
H (1.486, -0.887, -1.014)  -0.30
H (-2.005, 1.275, 1.522)  0.05
H (-1.680, -0.522, 1.431)  0.05
H (1.538, -2.203, -3.270)  -0.51

As for the HOMO energy: -3.03 eV. The calculation puts the lowest unoccupied orbital energy at 3.68 eV. The spin multiplicity is 1. Its charge is -1.

=====

Most stable: run w. Least stable: run x.

=====

Run w
# C9H10OS

An isolated molecule of C9H10OS (ωB97M-V with the def2-TZVPD basis set, the OMol25 dataset).

Last column: Löwdin charge in e.
Element x y z (Å)
S (-2.854, 0.299, -0.383)  1.09
O (-1.701, -2.213, -0.998)  0.03
C (-0.943, -1.467, -0.415)  -0.54
C (1.087, 0.988, -0.397)  -0.11
C (-0.256, 0.956, -0.235)  -0.25
C (-2.405, 1.991, -0.173)  -0.36
C (-1.076, 2.157, -0.168)  -0.14
C (1.964, 2.040, 0.091)  -0.08
C (0.493, -3.287, 0.480)  -0.12
C (0.276, -1.906, 0.344)  -0.04
C (-1.193, -0.102, -0.350)  -0.44
H (1.603, 0.170, -0.835)  0.10
H (1.402, 2.906, 0.270)  0.04
H (2.396, 1.653, 1.089)  0.12
H (-0.696, 3.101, -0.066)  0.07
H (2.897, 2.134, -0.603)  0.12
H (-0.450, -3.697, 0.766)  0.08
H (-3.218, 2.794, -0.139)  0.10
H (0.723, -1.123, 1.019)  0.12
H (1.280, -3.712, 1.201)  0.12
H (0.670, -3.682, -0.499)  0.09

As for the HOMO energy (spin up / spin down): -7.24 / -8.23 eV. The calculation puts the lowest unoccupied orbital energy (spin up / spin down) at -0.68 / -0.77 eV. The spin multiplicity is 1.

=====

Run x
# C9H10OS

A structure of composition C9H10OS (ωB97M-V with the def2-TZVPD basis set, the OMol25 dataset).

Last column: Löwdin charge in e.
Element x y z (Å)
S (1.641, -2.057, -0.013)  0.96
O (3.679, 0.805, -0.426)  0.06
C (1.381, 1.006, -1.165)  -0.10
C (0.687, -0.280, -1.866)  -0.24
C (-0.528, -1.112, 0.368)  -0.39
C (-1.517, 0.071, 0.497)  -0.07
C (2.170, 1.017, 1.352)  0.09
C (2.518, 0.934, -0.016)  -0.43
C (1.387, 0.165, 1.932)  -0.09
C (0.277, -1.378, -0.928)  -0.42
C (0.763, -1.198, 1.334)  -0.44
H (-1.077, -1.989, 0.554)  0.10
H (-0.045, 0.193, -2.558)  0.10
H (-2.328, 0.049, -0.307)  0.10
H (1.563, -0.728, -2.586)  0.15
H (0.670, 1.612, -0.534)  0.09
H (0.783, -1.924, 2.188)  0.10
H (-1.026, 1.044, 0.606)  0.05
H (-1.986, -0.075, 1.596)  0.12
H (1.578, 1.534, -2.217)  0.15
H (1.146, 0.073, 3.038)  0.12

As for the HOMO energy (spin up / spin down): -9.19 / -7.89 eV. The calculation puts the lowest unoccupied orbital energy (spin up / spin down) at -0.37 / -1.89 eV. The spin multiplicity is 1.

=====

Most stable: run w. Least stable: run x.

=====

Run w
# C6H14N2

An isolated molecule of C6H14N2 (ωB97M-V with the def2-TZVPD basis set, the OMol25 dataset).

Last column: Löwdin charge in e.
Element x y z (Å)
N (-2.061, 1.126, -0.217)  0.04
N (-0.030, 2.198, 0.221)  0.05
C (1.554, -0.308, -0.352)  -0.11
C (-0.386, -0.658, 1.408)  -0.06
C (-0.644, -1.419, -0.975)  -0.06
C (-0.067, -0.330, -0.061)  -0.49
C (-0.503, 1.073, -0.502)  -0.42
C (2.518, -0.927, 0.332)  0.00
H (-0.099, 2.045, 1.222)  0.08
H (-0.475, -1.190, -2.033)  0.08
H (0.898, 2.478, -0.077)  0.08
H (0.094, -1.589, 1.723)  0.07
H (-2.538, 0.962, -1.102)  0.05
H (-0.180, -2.389, -0.765)  0.09
H (-0.049, 0.129, 2.089)  0.07
H (1.854, 0.171, -1.285)  0.09
H (3.544, -0.954, -0.028)  0.05
H (-0.361, 1.227, -1.575)  0.14
H (-1.724, -1.515, -0.833)  0.08
H (-2.207, 2.113, -0.003)  0.05
H (2.327, -1.454, 1.263)  0.05
H (-1.464, -0.790, 1.548)  0.08

As for the HOMO energy: -9.30 eV. The structure (SMILES) is C=CC(C)(C)C(N)N. The calculation puts the lowest unoccupied orbital energy at 0.91 eV. The spin multiplicity is 1.

=====

Run x
# C6H14N2

A cluster of 2 separate species, C6H14N2 in total (ωB97M-V with the def2-TZVPD basis set, the OMol25 dataset).

Last column: Löwdin charge in e.
Element x y z (Å)
N (0.108, 0.821, 1.093)  0.05
N (-2.752, 0.074, 0.486)  -0.12
C (2.847, -1.202, -0.579)  -0.09
C (2.614, 1.327, -0.456)  -0.07
C (-3.842, 0.586, 0.824)  -0.05
C (0.886, -0.181, 0.530)  -0.21
C (-2.703, -0.986, -0.470)  -0.14
C (2.033, -0.023, -0.134)  -0.37
H (-2.033, -0.685, -1.276)  0.08
H (0.518, -1.177, 0.739)  0.11
H (2.383, -2.136, -0.271)  0.07
H (3.172, 1.727, 0.393)  0.08
H (2.954, -1.210, -1.665)  0.07
H (3.849, -1.157, -0.150)  0.07
H (3.296, 1.251, -1.301)  0.07
H (0.319, 1.746, 0.746)  0.06
H (-4.818, 0.279, 0.430)  0.08
H (-0.888, 0.624, 1.086)  0.02
H (-2.259, -1.856, 0.016)  0.08
H (-3.684, -1.255, -0.881)  0.07
H (-3.833, 1.384, 1.552)  0.07
H (1.836, 2.047, -0.712)  0.06

As for the HOMO energy: -7.28 eV. The structure (SMILES) is CC(C)=CN.C=NC. The calculation puts the lowest unoccupied orbital energy at 0.99 eV. The spin multiplicity is 1.

=====

Most stable: run w. Least stable: run x.